# 1
Below is a structure of composition C27H25BeBrS2Sb, with properties calculated with ωB97M-V with the def2-TZVPD basis set.

Summary:
HOMO level: -0.1534 Eh
Energy relative to the best compared isomer or geometry (same formula, charge and spin): 1.346 eV
Total charge: -1
LUMO level: 2.7 eV

```
57
C27H25BeBrS2Sb ωB97M-V with the def2-TZVPD basis set
Be 3.13818 1.13001 -0.25387
S 4.34438 -0.35169 -0.98077
C 4.77698 -0.21529 0.71163
C 6.11578 -0.31729 1.05893
C 6.52388 -0.20809 2.37513
C 5.57578 -0.02069 3.36693
C 4.23578 0.07571 3.03543
C 3.81798 0.00511 1.71343
S 2.13228 0.27901 1.31733
H 6.82468 -0.46289 0.25683
H 7.57868 -0.24919 2.61443
H 5.86888 0.07751 4.40303
H 3.48408 0.23111 3.79633
C -2.62982 -0.20849 -3.84337
C -3.40702 -0.27179 -2.56297
C -4.79102 -0.37689 -2.61547
C -5.55082 -0.44919 -1.46287
C -4.92622 -0.40869 -0.23137
C -3.54932 -0.29439 -0.17327
C -2.77892 -0.22889 -1.32107
Sb -0.60342 -0.05429 -1.09637
C -0.75482 1.81021 0.01853
C -1.04922 1.91521 1.36413
C -1.08272 3.14441 1.99923
C -0.82852 4.29391 1.27613
C -0.52432 4.19711 -0.06877
C -0.46592 2.96601 -0.70637
C -0.08532 2.91591 -2.15527
C -0.51662 -1.74569 0.27333
C -0.79602 -1.68679 1.62533
C -0.70662 -2.80919 2.43043
C -0.30222 -4.00969 1.88203
C 0.00738 -4.07369 0.53593
C -0.10162 -2.95739 -0.28157
C 0.22178 -3.07539 -1.74127
H -3.29972 -0.26449 -4.69977
H -1.92112 -1.03329 -3.90457
H -2.06362 0.71961 -3.90537
H -5.28482 -0.40309 -3.57897
H -6.62552 -0.53709 -1.53157
H -5.50782 -0.46669 0.67773
H -3.06682 -0.25979 0.79193
H -1.23342 1.03211 1.95373
H -1.29002 3.19671 3.06013
H -0.85222 5.26381 1.75523
H -0.30932 5.09061 -0.63687
H 0.26798 3.88781 -2.48487
H -0.93602 2.61421 -2.77067
H 0.72488 2.20521 -2.32147
H -1.07332 -0.75279 2.08353
H -0.94162 -2.73979 3.48403
H -0.21602 -4.89409 2.49863
H 0.34318 -5.01129 0.11063
H 0.43758 -4.10789 -2.00887
H 1.09248 -2.46599 -1.98987
H -0.61942 -2.72779 -2.34397
Br 3.17878 3.08821 -0.79837
```

=====

# 2
Below is a structure of composition C27H25BrN7O2Ru at a distorted geometry, with properties calculated with ωB97M-V with the def2-TZVPD basis set.

Summary:
HOMO level (alpha / beta): -0.5419 / -0.5429 Eh
Energy relative to the best compared isomer or geometry (same formula, charge and spin): 1.914 eV
Total charge: +3
2S+1: 5
LUMO level (alpha / beta): -8.3 / -12.2 eV
⟨S²⟩: 6.053

```
63
C27H25BrN7O2Ru ωB97M-V with the def2-TZVPD basis set
Ru -20.76938 -9.78962 1.90231
O -24.54833 -9.80353 -1.93964
C -23.88062 -10.88314 -2.39015
C -24.36761 -11.70021 -3.32350
C -23.60779 -12.87083 -3.69215
C -22.46524 -13.20111 -3.06447
C -21.90684 -12.39389 -2.05814
C -22.62273 -11.20895 -1.71821
C -22.14460 -10.18523 -0.67118
O -20.92138 -10.41428 -0.06105
N -23.14429 -10.03043 0.34055
N -22.68294 -9.48706 1.46287
C -23.38791 -8.79581 2.33393
C -22.60043 -8.08293 3.34676
Br -21.01250 -8.97625 4.15866
C -23.22421 -7.00796 3.99673
C -24.29692 -6.17143 3.53057
C -24.59356 -6.00982 2.16248
C -25.88608 -5.56152 1.79137
C -26.75007 -5.06789 2.78080
C -26.29896 -4.96345 4.14178
C -25.08489 -5.53983 4.53278
H -25.38855 -9.81624 -2.43045
H -25.34057 -11.67509 -3.73975
H -23.94559 -13.57120 -4.48405
H -21.95890 -14.08403 -3.45485
H -21.03666 -12.70178 -1.49758
H -22.07064 -9.22534 -1.25173
H -24.14101 -9.96929 0.11258
H -24.48453 -8.63920 2.23993
H -22.81177 -6.75216 4.96780
H -23.82864 -6.27138 1.39582
H -26.13971 -5.60380 0.73400
H -27.73990 -4.71617 2.51026
H -27.05556 -4.64141 4.90071
H -24.65681 -5.62291 5.55892
C -19.73681 -12.61164 2.55624
C -18.64728 -11.67961 2.36259
N -18.86924 -10.41251 1.96553
C -17.67361 -9.73820 2.17254
C -16.72568 -10.56532 2.68904
N -17.29362 -11.85068 2.65395
C -16.73761 -13.04136 3.25327
N -15.66265 -13.67564 2.46115
N -14.74850 -14.45801 3.17603
N -13.90584 -14.97771 2.35753
C -14.27839 -14.68491 1.01994
C -13.63559 -15.00557 -0.19171
C -14.15628 -14.35836 -1.28678
C -15.10148 -13.29967 -1.23079
C -15.76430 -13.02314 -0.06990
C -15.44518 -13.83915 1.05821
H -20.33761 -12.59049 1.69199
H -20.33522 -12.14334 3.40474
H -19.29354 -13.56833 2.78997
H -17.59202 -8.68847 2.21242
H -15.73242 -10.37260 2.96722
H -17.60047 -13.78306 3.33752
H -16.38416 -12.87443 4.27716
H -12.90235 -15.81133 -0.26877
H -13.81245 -14.66085 -2.22115
H -15.21521 -12.66067 -2.10495
H -16.63845 -12.38929 -0.12218
```

=====

# 3
Below is a structure of composition C27H25N3NaO2S at a distorted geometry, with properties calculated with ωB97M-V with the def2-TZVPD basis set.

Summary:
HOMO level (alpha / beta): 0.0368 / -0.0073 Eh
Energy relative to the best compared isomer or geometry (same formula, charge and spin): 0.794 eV
Total charge: -2
2S+1: 2
LUMO level (alpha / beta): 3.9 / 3.9 eV
⟨S²⟩: 0.780

```
59
C27H25N3NaO2S ωB97M-V with the def2-TZVPD basis set
Na 0.66666 0.78034 -0.76325
C 5.44046 4.27044 -1.05365
C 5.02406 3.02294 -1.51585
C 3.69326 2.69944 -1.57365
C 2.70196 3.61814 -1.16065
C 3.14466 4.89014 -0.71195
C 4.48186 5.19444 -0.65395
N 1.42836 3.21784 -1.09395
N 0.48596 4.12644 -1.16645
C -0.76664 3.74264 -0.84115
C -1.73054 4.77574 -0.79595
C -3.06574 4.48244 -0.63105
C -3.46144 3.17204 -0.40685
C -2.48474 2.17884 -0.30805
C -1.16274 2.39644 -0.62355
H 6.49366 4.51534 -0.99905
H 5.76856 2.30044 -1.83245
H 3.36976 1.72874 -1.92205
H 2.39726 5.59904 -0.38385
H 4.79996 6.16674 -0.28525
H -1.39624 5.80564 -0.86565
H -3.80884 5.27804 -0.65425
H -4.51674 2.92694 -0.31945
H -2.79904 1.17434 -0.03565
O 2.28126 -0.34276 -0.07265
N 3.19036 -1.07526 0.46855
C 4.19306 -0.49276 1.13675
C 5.19916 -1.20766 1.75155
C 5.17836 -2.59886 1.66635
C 4.15016 -3.19716 0.98495
C 3.13356 -2.45556 0.35715
S 1.90266 -3.19276 -0.50225
H 4.14676 0.58774 1.15665
H 5.98316 -0.68886 2.28145
H 5.96006 -3.19396 2.12255
H 4.07996 -4.26976 0.89265
C -5.73584 -4.80136 0.72975
C -4.56654 -3.87556 0.55215
C -4.40764 -3.10886 -0.60095
C -3.33094 -2.26926 -0.78195
C -3.24624 -1.46276 -2.03905
C -2.33104 -2.14966 0.22885
C -1.22274 -1.24826 0.07075
O -0.86124 -0.67436 -0.96005
C -2.48244 -2.95106 1.39655
C -1.46574 -3.01176 2.50745
C -3.58204 -3.77466 1.53115
H -6.43584 -4.70086 -0.09835
H -6.26664 -4.58856 1.65995
H -5.40184 -5.84076 0.77165
H -5.16004 -3.18216 -1.37955
H -4.07474 -1.70166 -2.70965
H -2.29844 -1.64586 -2.53915
H -3.26674 -0.39936 -1.80455
H -0.65684 -1.04156 0.99835
H -0.59654 -2.39506 2.31375
H -1.11844 -4.04016 2.62335
H -1.91364 -2.69706 3.45355
H -3.68034 -4.37556 2.42985
```

=====

# 4
Below is a structure of composition C27H25N3O4Pd, with properties calculated with ωB97M-V with the def2-TZVPD basis set.

Summary:
HOMO level: -0.5355 Eh
Energy relative to the best compared isomer or geometry (same formula, charge and spin): 0.255 eV
Total charge: +2
LUMO level: -9.0 eV

```
60
C27H25N3O4Pd ωB97M-V with the def2-TZVPD basis set
Pd 1.22447 -0.12663 0.09054
O 4.67569 1.65129 0.68149
C 3.54600 1.43816 0.36430
O 3.11978 0.18211 0.13924
C 2.50917 2.51800 0.20540
C 2.92728 3.84571 0.29241
C 1.98188 4.82785 0.17550
C 0.63309 4.47794 -0.02222
C -0.38378 5.45698 -0.14992
C -1.67931 5.08646 -0.34980
C -2.01573 3.71776 -0.43592
C -1.06078 2.74945 -0.31319
C 0.28932 3.10212 -0.10222
N 1.25375 2.13794 0.02049
H 3.97608 4.05201 0.45051
H 2.25641 5.87329 0.23573
H -0.10740 6.50139 -0.08735
H -2.45338 5.83451 -0.44816
H -3.04621 3.43667 -0.60779
H -1.32951 1.71066 -0.40416
O -3.59809 -0.95484 -5.57510
C -4.11125 -0.75372 -4.35739
O -5.27781 -0.56207 -4.19112
C -3.16205 -0.74249 -3.17798
C -1.80398 -0.46876 -3.27231
C -1.02941 -0.41613 -2.12407
C -1.61193 -0.64738 -0.88195
C -2.97671 -0.92723 -0.77858
C -3.74032 -0.96168 -1.92652
N -0.75779 -0.57473 0.24838
C -1.12129 -0.79544 1.45893
C -0.08622 -0.80685 2.48165
C -0.30009 -1.03692 3.82760
C 0.79340 -1.05898 4.68762
C 2.06399 -0.85170 4.17996
C 2.23082 -0.62469 2.81994
N 1.17088 -0.60589 2.01380
H -2.67657 -1.23597 -5.55517
H -1.33421 -0.24824 -4.22256
H 0.02332 -0.15948 -2.22127
H -3.45655 -1.10516 0.17286
H -4.80443 -1.14976 -1.88192
H -2.14744 -1.00326 1.73587
H -1.30500 -1.19549 4.19415
H 0.64643 -1.24086 5.74357
H 2.93809 -0.86427 4.81536
H 3.20240 -0.47549 2.36749
C 2.14874 -4.49044 0.24351
C 1.10821 -3.34871 0.39477
C -0.19550 -3.75299 -0.28215
C 1.79748 -2.16370 -0.20102
H 1.71855 -5.40917 0.63943
H 3.07031 -4.27773 0.78330
H 2.39037 -4.66274 -0.80594
H 0.96727 -3.20041 1.47023
H -0.04631 -3.87004 -1.35753
H -1.01185 -3.04850 -0.13176
H -0.52377 -4.71698 0.10381
H 1.66435 -2.04935 -1.28507
H 2.82714 -2.01544 0.11225
```